Record 1
Density functional theory data (ωB97M-V/def2-TZVPD) for a structure of composition C59H59N5P2Pt.

Geometry (Å):
Pt: 0.644 -0.082 -0.970
C: -0.212 -1.978 -3.227
P: -0.960 -0.390 -2.628
C: -0.917 0.582 -4.157
C: -1.895 0.474 -5.147
C: -1.743 1.150 -6.347
C: -0.620 1.934 -6.572
C: 0.372 2.020 -5.606
C: 0.228 1.339 -4.407
C: -2.700 -0.829 -2.331
C: -3.055 -2.086 -1.844
C: -4.391 -2.429 -1.696
C: -5.388 -1.520 -2.018
C: -5.045 -0.251 -2.466
C: -3.710 0.093 -2.614
C: 0.122 -2.774 -2.030
C: 0.158 -4.187 -1.824
C: 0.375 -4.362 -0.491
C: 0.470 -3.055 0.109
C: 0.537 -2.781 1.545
P: -1.034 -1.925 2.163
C: -0.284 -0.725 3.332
C: -0.199 -0.865 4.714
C: 0.419 0.114 5.482
C: 0.948 1.248 4.885
C: 0.840 1.414 3.509
C: 0.221 0.439 2.745
C: -1.725 -3.261 3.192
C: -3.061 -3.594 2.976
C: -3.672 -4.600 3.712
C: -2.946 -5.290 4.669
C: -1.605 -4.987 4.877
C: -0.998 -3.984 4.141
N: 0.328 -2.115 -0.866
H: -0.864 -2.515 -3.918
H: 0.694 -1.689 -3.771
H: -2.768 -0.147 -4.997
H: -2.500 1.055 -7.113
H: -0.510 2.463 -7.509
H: 1.260 2.609 -5.787
H: 1.029 1.367 -3.677
H: -2.299 -2.815 -1.581
H: -4.652 -3.417 -1.342
H: -6.428 -1.801 -1.927
H: -5.816 0.467 -2.713
H: -3.457 1.072 -3.001
H: 0.026 -4.936 -2.586
H: 0.463 -5.287 0.053
H: 0.674 -3.713 2.088
H: 1.352 -2.100 1.784
H: -0.626 -1.728 5.204
H: 0.493 -0.015 6.554
H: 1.437 2.001 5.488
H: 1.243 2.301 3.034
H: 0.118 0.580 1.669
H: -3.626 -3.068 2.215
H: -4.710 -4.846 3.538
H: -3.418 -6.072 5.247
H: -1.034 -5.536 5.613
H: 0.053 -3.775 4.301
C: 4.465 -3.338 1.664
C: 4.049 -3.358 0.339
C: 3.390 -2.264 -0.202
C: 3.144 -1.150 0.590
C: 3.587 -1.109 1.909
C: 4.242 -2.208 2.441
N: 2.424 -0.062 0.039
N: 2.852 1.114 0.444
C: 2.199 2.133 -0.130
C: 2.655 3.454 0.066
C: 2.058 4.482 -0.604
C: 0.983 4.205 -1.469
C: 0.548 2.915 -1.591
N: 1.119 1.882 -0.937
H: 4.981 -4.191 2.082
H: 4.250 -4.222 -0.280
H: 3.088 -2.261 -1.242
H: 3.400 -0.224 2.502
H: 4.576 -2.182 3.469
H: 3.503 3.598 0.719
H: 2.419 5.495 -0.487
H: 0.504 4.987 -2.039
H: -0.283 2.667 -2.236
C: -0.448 5.775 2.003
C: -1.239 4.955 1.024
C: -1.746 5.527 -0.154
C: -2.460 4.800 -1.124
C: -2.941 5.455 -2.387
C: -2.703 3.470 -0.885
C: -2.281 2.885 0.340
C: -1.488 3.625 1.263
N: -2.665 1.652 0.650
C: -3.781 1.231 1.458
C: -4.189 -0.209 1.147
C: -5.378 -0.605 2.024
C: -6.560 0.323 1.737
C: -6.157 1.763 2.064
C: -5.754 1.879 3.536
C: -4.580 0.938 3.811
C: -4.988 -0.503 3.501
C: -3.372 1.333 2.954
C: -4.974 2.178 1.192
H: -0.476 6.832 1.749
H: 0.594 5.454 2.009
H: -0.838 5.656 3.013
H: -1.565 6.581 -0.331
H: -2.719 6.520 -2.393
H: -4.018 5.334 -2.499
H: -2.466 5.003 -3.259
H: -3.270 2.869 -1.583
H: -1.115 3.132 2.151
H: -4.455 -0.277 0.092
H: -3.348 -0.877 1.327
H: -5.655 -1.635 1.781
H: -7.424 0.033 2.337
H: -6.850 0.245 0.685
H: -6.990 2.438 1.855
H: -6.598 1.622 4.179
H: -5.472 2.910 3.766
H: -4.275 1.022 4.857
H: -5.833 -0.790 4.131
H: -4.163 -1.184 3.728
H: -2.527 0.666 3.139
H: -3.061 2.354 3.184
H: -4.669 3.205 1.420
H: -5.235 2.129 0.131

Properties
Net charge: +2
Gap between HOMO and LUMO (spin up / spin down) (eV): 6.8 / 4.9
Spin multiplicity: 5
⟨S²⟩: 6.070
Max |F| (eV/A): 0.594
Calculated total energy (Eh): -3358.97169

=====

Record 2
Density functional theory data (ωB97M-V/def2-TZVPD) for a cluster of 2 separate species, C3H9NO2P in total at a distorted geometry.

Geometry (Å):
C: 0.017 0.891 -1.219
C: 1.760 1.494 0.333
C: -2.285 -0.982 1.102
N: 1.209 0.593 -0.436
O: 2.956 -1.438 0.126
O: 0.572 -1.911 -0.366
P: 1.784 -1.175 -0.792
H: 0.159 1.568 -2.033
H: -0.414 0.002 -1.562
H: -0.697 1.416 -0.507
H: -2.478 -0.782 2.123
H: 1.579 2.543 0.285
H: 2.505 1.060 0.999
H: -2.702 -0.287 0.377
H: -1.275 -1.010 0.808
H: -2.690 -1.983 0.764

Properties
Net charge: -1
Gap between HOMO and LUMO (spin up / spin down) (eV): 5.5 / 8.3
Spin multiplicity: 3
⟨S²⟩: 2.008
Max |F| (eV/A): 4.695
Calculated total energy (Eh): -666.28526